Record 1
{"formula": "C22H24BrO3Tc", "method": "ωB97M-V with the def2-TZVPD basis set", "species": ["Tc", "Br", "O", "O", "O", "C", "C", "C", "C", "C", "C", "C", "C", "C", "C", "C", "C", "C", "C", "C", "C", "C", "C", "C", "C", "C", "C", "H", "H", "H", "H", "H", "H", "H", "H", "H", "H", "H", "H", "H", "H", "H", "H", "H", "H", "H", "H", "H", "H", "H", "H"], "coordinates": [[-0.01491, 0.21792, 0.19521], [0.74340, 1.38315, 4.12204], [-0.13254, -3.34541, 2.46857], [-0.08500, -1.52619, 1.13739], [-0.12825, -0.95812, -1.94199], [-0.21992, -2.13577, 2.34094], [-1.38462, 1.20497, 1.46718], [0.55588, 0.63330, -3.76356], [-0.83986, -0.02834, 5.77263], [-1.65184, -0.58026, -3.84340], [-1.38714, -2.36315, 4.44841], [-0.35952, -0.24922, 4.47748], [-1.59682, -0.99214, 6.43944], [-1.86728, -2.18240, 5.76387], [2.26664, -0.66567, 0.43451], [-0.19174, -0.62960, -3.43754], [-1.16245, 2.00332, 0.30486], [-0.62560, -1.42026, 3.73995], [-2.10622, 0.03204, 1.08165], [-2.30275, 0.08159, -0.32880], [0.42180, -2.34814, -2.36484], [-1.73952, 1.31469, -0.81663], [1.51038, 1.47931, 0.91734], [0.49779, -1.96507, -3.82610], [1.82031, 1.42326, -0.47639], [1.78411, 0.17695, 1.47225], [2.29713, 0.09596, -0.77076], [-1.65575, -3.34774, 4.03217], [-1.95502, -0.81623, 7.46082], [-1.80437, 1.71353, -1.85274], [-2.06394, 0.44390, -3.71556], [1.68046, -0.09290, 2.54119], [-2.45492, -2.95871, 6.27051], [1.78215, 2.27315, -1.18827], [0.53103, 0.80384, -4.85905], [-2.46279, -0.77048, 1.76439], [-2.25376, -1.28404, -3.24056], [-1.12918, 1.48651, 2.50915], [-1.74736, -0.84908, -4.91446], [-0.63294, 0.88935, 6.34508], [-0.36415, -3.07316, -2.07375], [0.07588, 1.51200, -3.27472], [-0.08658, -2.60006, -4.49438], [1.37343, -2.52243, -1.82002], [2.55112, -1.73300, 0.53623], [1.24474, 2.38443, 1.49696], [-0.71546, 3.01781, 0.27157], [2.65857, -0.26590, -1.75866], [1.60825, 0.57332, -3.43675], [-2.83654, -0.68304, -0.93360], [1.52753, -1.81499, -4.17088]], "total_charge": -1, "energy_ev": -101580.545, "multiplicity": 4, "max_force_ha_per_bohr": 0.088, "e_above_lowest_kcal_mol": 49.8}



Record 2
{"formula": "C2H7N2", "method": "ωB97M-V with the def2-TZVPD basis set", "species": ["N", "N", "C", "C", "H", "H", "H", "H", "H", "H", "H"], "coordinates": [[-1.33150, -0.24506, 0.47692], [0.79172, 0.40627, -1.39395], [0.13741, -0.35331, 0.85736], [0.89249, 0.50672, 0.08350], [-1.48216, 0.10987, -0.46334], [1.79043, 1.06473, 0.33406], [0.86216, -0.60021, -1.54691], [-1.91982, 0.25136, 1.16594], [1.63582, 0.78468, -1.81297], [-1.75741, -1.17378, 0.47955], [0.38087, -0.75127, 1.81984]], "total_charge": 0, "energy_ev": -5163.509, "multiplicity": 2, "max_force_ha_per_bohr": 0.045, "e_above_lowest_kcal_mol": 49.0}



Record 3
{"formula": "C4H4NO5", "method": "ωB97M-V with the def2-TZVPD basis set", "species": ["O", "O", "O", "O", "O", "N", "C", "C", "C", "C", "H", "H", "H", "H"], "coordinates": [[-1.71910, -1.98245, 0.52221], [-0.33767, -0.51684, 1.44000], [2.46790, -2.18480, -0.84918], [2.47481, 2.04612, -0.40478], [0.65492, 1.72576, 0.77530], [2.02805, -1.09823, -0.59141], [1.50015, -0.08503, -0.41813], [1.59325, 1.36718, 0.00280], [-1.23916, -0.87531, 0.57440], [-1.79204, 0.14022, -0.41097], [0.05686, 0.34901, 1.28998], [-2.82450, -0.12333, -0.59631], [-1.31487, 0.19109, -1.39435], [-1.54860, 1.04661, 0.06043]], "total_charge": -1, "energy_ev": -15940.356, "multiplicity": 1, "max_force_ha_per_bohr": 0.063, "e_above_lowest_kcal_mol": 43.3}



Record 4
{"formula": "C5H7N2O2S2", "method": "ωB97M-V with the def2-TZVPD basis set", "species": ["S", "S", "O", "O", "N", "N", "C", "C", "C", "C", "C", "H", "H", "H", "H", "H", "H", "H"], "coordinates": [[3.83662, -0.18539, 0.24906], [-0.28130, 2.74632, 0.12034], [-2.44231, -0.35739, -0.11633], [1.12878, 1.74719, 0.09512], [-0.16434, -0.06443, -0.57991], [-1.47736, 1.63756, 0.34378], [-3.52779, 0.09445, 0.65968], [1.01005, 0.51196, -0.29833], [2.06286, -0.31249, -0.17066], [-1.35355, 0.48268, -0.12547], [2.72516, -1.56085, -0.41179], [-2.97781, 0.38696, 1.69328], [2.77411, -2.36197, 0.52025], [-0.27281, -1.11790, -0.78950], [-4.03998, 0.92655, 0.20076], [2.74466, -1.91444, -1.39279], [4.46839, 0.19183, -0.79527], [-4.21338, -0.85064, 0.79775]], "total_charge": 1, "energy_ev": -34032.656, "multiplicity": 1, "max_force_ha_per_bohr": 0.088, "e_above_lowest_kcal_mol": 49.1}



Record 5
{"formula": "C22H42CrN4O2", "method": "ωB97M-V with the def2-TZVPD basis set", "species": ["Cr", "O", "O", "N", "N", "N", "N", "C", "C", "C", "C", "C", "C", "C", "C", "C", "C", "C", "C", "C", "C", "C", "C", "C", "C", "C", "C", "C", "C", "H", "H", "H", "H", "H", "H", "H", "H", "H", "H", "H", "H", "H", "H", "H", "H", "H", "H", "H", "H", "H", "H", "H", "H", "H", "H", "H", "H", "H", "H", "H", "H", "H", "H", "H", "H", "H", "H", "H", "H", "H", "H"], "coordinates": [[-0.30274, -0.33337, -0.52672], [-2.13265, -0.24305, -0.95111], [1.59507, -0.39027, -0.31199], [-0.70248, -0.80179, 1.47701], [-0.30839, -2.45181, -0.86721], [0.10236, 0.08521, -2.60791], [-0.27370, 1.71823, 0.03588], [3.94139, -0.15497, 0.00988], [2.62430, -0.67214, 0.57027], [2.41600, -0.20757, 2.00841], [-3.39902, 0.21868, -0.59957], [-0.38607, -3.58575, -0.93971], [-3.56269, 0.34849, 0.89896], [-0.79876, -1.11406, 2.56869], [1.57767, 4.65923, 0.17681], [2.67823, 3.77799, 0.73761], [-0.47180, -5.03094, -1.03462], [3.08462, 2.18969, -2.67163], [1.81950, 0.86183, -4.39620], [-2.91809, -0.08735, 4.46281], [-3.66774, 1.55576, -1.28636], [-0.07693, 2.81209, 0.28991], [0.85023, 0.42758, -3.40011], [-1.88710, -5.55539, -1.35733], [-1.54379, -0.57050, 4.89885], [0.17483, 4.20707, 0.61883], [-0.91947, -1.58940, 3.94965], [-2.52766, -4.82179, -2.52260], [3.18287, 1.13814, -3.75235], [3.54382, 0.20061, -3.32546], [1.87605, 0.05936, -5.13400], [-3.70211, 1.45236, -2.37147], [2.64763, 3.78910, 1.82763], [-3.52757, -5.18185, -2.75470], [1.57169, 4.69222, -0.91654], [1.43188, 1.75948, -4.88159], [3.33700, -0.37844, 2.56933], [2.10270, 0.83714, 2.07653], [-0.86722, 0.27700, 5.02009], [2.79921, 3.15842, -3.10042], [0.04338, 4.30524, 1.69904], [-4.54702, 0.74807, 1.15240], [4.05151, -0.44032, -1.03511], [2.77170, -1.76988, 0.64915], [-2.61374, -3.75513, -2.29776], [-1.52409, -2.49581, 3.85681], [-1.65352, -1.03389, 5.87954], [4.80530, -0.50741, 0.57662], [3.64614, 4.17123, 0.42738], [-3.57835, -0.92936, 4.23168], [-2.47993, -5.40116, -0.45105], [-2.78362, 0.98595, 1.32081], [-0.59003, 4.80854, 0.12430], [-4.12779, -0.49896, -1.00290], [0.09194, -1.83238, 4.28095], [2.30706, 1.94771, -1.94083], [2.58561, 2.75670, 0.36802], [-3.41281, 0.49732, 5.23614], [1.70539, 5.70538, 0.45733], [0.21537, -5.34845, -1.82333], [1.65349, -0.81730, 2.49224], [-1.83316, -6.63352, -1.49416], [4.00945, 2.36108, -2.12461], [3.97785, 0.93930, 0.07939], [-0.14884, -5.48403, -0.09700], [-3.48630, -0.63907, 1.36116], [-4.64540, 1.94395, -0.98493], [-1.91938, -4.88908, -3.42826], [-2.89247, 2.28246, -1.03281], [3.88590, 1.45162, -4.52208], [-2.89468, 0.51594, 3.55433]], "total_charge": 1, "energy_ev": -61968.177, "multiplicity": 4, "max_force_ha_per_bohr": 0.020, "e_above_lowest_kcal_mol": 0.0}



Record 6
{"formula": "C3H5N3OS", "method": "ωB97M-V with the def2-TZVPD basis set", "species": ["S", "O", "N", "N", "N", "C", "C", "C", "H", "H", "H", "H", "H"], "coordinates": [[3.19833, -0.14857, -0.35033], [-1.62209, 0.49742, -0.75273], [-0.07343, 0.75733, -0.65395], [1.69180, -0.94227, -0.18137], [0.19886, 1.65721, 0.42040], [-1.79736, -0.83899, -0.23353], [0.45862, -0.59683, -0.18174], [-0.73520, -1.54216, 0.09603], [0.01047, 1.04255, 1.38306], [-2.85657, -0.99503, -0.42788], [-0.76954, -2.54439, 0.93589], [-0.62031, 2.54484, 0.15575], [2.91642, 1.10889, -0.20959]], "total_charge": 0, "energy_ev": -20538.666, "smiles": "Nn1occ/c1=N/S", "multiplicity": 1, "max_force_ha_per_bohr": 0.098, "e_above_lowest_kcal_mol": 161.3}